Formula: C72H64N3O4P2S2V
Source: OMol25
Level of theory: ωB97M-V/def2-TZVPD

Output
calculated total energy = -5670.237156 Ha
frontier orbital gap (spin up / spin down) = 5.84 / 5.76 eV
2S+1 = 2
charge = +1
LUMO level (spin up / spin down) = -2.51 / -2.64 eV
⟨S²⟩ = 0.772

Each line ends with the Löwdin spin population.
Atoms and positions in Å:
V (-0.08023, -0.39037, -0.45773)  0.832
S (-0.77826, 1.16495, 2.86862)  0.003
S (1.09952, 2.43697, 0.21783)  0.000
P (-2.54067, -2.17631, 0.26030)  0.007
P (-1.44846, 1.79332, -2.51105)  0.022
O (-0.80937, 3.28104, -2.58346)  0.007
O (3.67585, -5.10915, 2.72164)  0.001
O (-1.35759, 2.33571, 2.18425)  0.000
O (6.33902, -2.05282, -1.69068)  0.000
N (1.48598, -0.90309, -1.47302)  0.004
N (-0.77492, 0.72798, -1.58719)  0.000
N (0.58943, -1.71862, 0.82903)  0.011
C (1.46536, 5.84395, -3.74598)  0.000
C (2.27142, -1.81093, -0.83132)  -0.010
C (0.92475, 1.47622, 3.44752)  0.000
C (2.27365, -5.12096, 2.90455)  0.008
C (5.11475, 2.91820, 0.43007)  0.000
C (2.99423, 2.68773, 3.71789)  0.000
C (0.75854, 3.83836, 1.29986)  0.000
C (-4.26229, 1.80426, -2.42887)  0.000
C (1.52269, 0.33267, 4.01958)  0.000
C (1.96822, -0.35587, -2.60699)  -0.013
C (-0.96409, 0.33765, -4.87378)  0.001
C (2.71696, 3.82154, -3.45324)  0.000
C (3.27586, 0.88430, 0.74536)  0.000
C (-1.08018, 0.14050, -6.24214)  0.000
C (-2.58237, 1.41742, 7.08765)  0.000
C (4.97260, 1.55815, 4.59882)  0.000
C (-1.66601, 2.47424, 5.11770)  0.000
C (0.29957, 5.16792, -3.42777)  0.000
C (-2.73240, -1.66853, -2.55873)  0.001
C (0.92981, 5.02717, 4.83673)  0.000
C (0.68627, 4.97154, 3.44166)  0.000
C (0.14482, 4.95084, 0.69375)  0.000
C (3.23038, -0.59941, -3.08777)  0.009
C (-4.08570, -3.19337, 0.30827)  0.002
C (0.08678, 6.09367, 2.81614)  0.000
C (-3.20301, 1.50508, 8.45249)  0.000
C (1.69901, -2.36718, 0.37190)  0.043
C (3.78292, 3.85129, 3.55728)  0.000
C (1.62518, 2.64077, 3.30251)  0.000
C (-5.47322, 2.16298, -1.85640)  0.000
C (-3.09899, 3.10078, -0.76135)  0.001
C (-2.17637, -2.41429, -1.52211)  0.002
C (0.35314, 3.82376, -3.07790)  0.001
C (5.52156, -1.66725, -2.77442)  -0.003
C (1.55417, 3.13496, -3.13832)  0.000
C (5.70668, 2.69840, 4.43594)  0.000
C (4.62984, 0.61252, 0.83100)  0.000
C (-5.49846, 2.98639, -0.73942)  0.000
C (0.62305, 6.14881, 5.55416)  0.000
C (0.57128, -3.25133, 2.68973)  -0.009
C (-1.18712, -3.90735, -3.14513)  0.000
C (-2.21648, 2.56318, 6.38493)  0.000
C (-0.18626, 6.04714, 1.43370)  0.000
C (2.83914, 2.17337, 0.47248)  0.000
C (-2.37098, 2.28635, -5.05140)  0.001
C (-3.29702, -0.49618, 0.31333)  0.000
C (-1.82531, 0.07627, 5.22423)  0.000
C (-1.60005, 1.41846, -4.27867)  0.002
C (-0.22071, 7.23843, 3.58726)  0.000
C (1.69004, -3.93098, 2.20040)  0.045
C (-1.46772, 1.23012, 4.54549)  0.000
C (0.07123, -2.18553, 1.98875)  0.040
C (-2.51986, -2.04428, -3.87559)  0.000
C (3.60326, 1.52365, 4.25283)  0.000
C (7.04165, 1.32615, 0.75682)  0.000
C (-2.37686, 0.17547, 6.49118)  0.000
C (-4.31025, 3.44151, -0.18280)  0.000
C (-3.07409, 2.29081, -1.89415)  0.000
C (2.25030, -3.46568, 1.03056)  -0.012
C (-1.39222, -3.52943, -1.82785)  0.001
C (2.82658, 0.35224, 4.41258)  0.000
C (0.04878, 7.26964, 4.92491)  0.000
C (4.08086, -1.45686, -2.37946)  -0.014
C (-2.51479, 2.06293, -6.40976)  0.000
C (2.68362, 5.17849, -3.73417)  0.000
C (-1.75809, -3.16637, -4.16992)  0.001
C (1.00649, 3.82376, 2.66187)  0.000
C (-1.85606, 0.99666, -7.00929)  0.001
C (3.56829, -2.08454, -1.26388)  0.008
C (5.57115, 1.62561, 0.67087)  0.000
C (5.10142, 3.85736, 3.91689)  0.000
C (3.76238, 3.19842, 0.31835)  0.000
H (-6.39891, 1.80357, -2.28615)  0.000
H (-1.68816, -0.89787, 4.77126)  0.000
H (-2.66100, -0.72254, 7.02576)  0.000
H (4.95745, -0.39891, 1.04912)  0.000
H (-1.62055, -3.47199, -5.19844)  0.000
H (5.68722, 4.75909, 3.79878)  0.000
H (-3.27708, 2.53796, 8.78581)  0.000
H (-3.13489, 2.72756, -6.99595)  0.000
H (3.59990, 5.70625, -3.96104)  0.000
H (7.38317, 0.78587, -0.12926)  0.000
H (4.19786, -2.76090, -0.70451)  0.001
H (3.28299, -0.52668, 4.85068)  0.000
H (1.29757, 0.32001, -3.11790)  -0.001
H (7.25958, 0.70369, 1.62505)  0.000
H (-3.58423, -0.26604, 1.34087)  0.000
H (3.12090, -3.96215, 0.63031)  -0.001
H (-4.32613, 4.06524, 0.70122)  0.000
H (-2.54721, 0.23309, 0.00047)  0.000
H (3.42341, 4.20553, 0.11142)  0.000
H (-3.84200, -4.22813, 0.07006)  0.000
H (-2.85947, 3.13043, -4.58070)  0.000
H (-0.78231, -1.65385, 2.36714)  0.002
H (3.56992, -0.11715, -3.99431)  0.001
H (-4.20490, 1.07423, 8.43931)  0.000
H (1.57370, 2.08190, -2.89700)  0.000
H (-1.94734, 0.84074, -8.07560)  0.000
H (2.54545, 0.10152, 0.90679)  0.001
H (5.83374, 3.72005, 0.31501)  0.000
H (-1.40032, 3.36363, 4.55939)  0.000
H (-4.23868, 1.16656, -3.30467)  0.000
H (-4.50738, -3.16088, 1.31347)  0.000
H (-0.59391, -4.78286, -3.37376)  0.000
H (-2.61312, 0.94489, 9.17851)  0.000
H (0.82656, 6.18240, 6.61595)  0.000
H (3.65815, 3.28730, -3.46415)  0.000
H (0.92794, -0.56347, 4.14138)  0.000
H (-0.67022, 8.08784, 3.08885)  0.000
H (5.59221, -2.48220, -3.49899)  -0.001
H (-2.17084, 3.44913, -0.32936)  0.000
H (1.42100, 6.89737, -3.98658)  0.000
H (7.62034, 2.24467, 0.83224)  0.000
H (-4.17737, -0.41309, -0.32439)  0.000
H (0.10166, -3.55818, 3.61497)  -0.001
H (-0.66294, 6.89967, 0.96648)  0.000
H (2.00711, -5.09613, 3.96711)  0.001
H (-2.36628, 3.53764, 6.83212)  0.000
H (-0.39462, -0.35623, -4.26767)  0.000
H (5.43041, 0.66076, 4.99650)  0.000
H (4.06521, -5.86685, 3.16743)  0.000
H (1.83542, -6.03182, 2.47323)  0.003
H (5.90566, -0.75790, -3.25145)  0.000
H (6.75465, 2.71698, 4.70335)  0.000
H (-4.81621, -2.81925, -0.40969)  0.000
H (3.32854, 4.74160, 3.14565)  0.000
H (6.32143, -1.35904, -1.02180)  0.000
H (-0.05163, 4.92786, -0.36480)  0.000
H (-0.55954, -0.68465, -6.70964)  0.000
H (1.37690, 4.17398, 5.32957)  0.000
H (-0.18773, 8.14866, 5.50836)  0.000
H (-0.65753, 5.67314, -3.41073)  0.000
H (-6.44504, 3.26971, -0.29806)  0.000
H (-0.97072, -4.11762, -1.01831)  0.000
H (-3.34727, -0.80617, -2.33845)  0.000
H (-2.96752, -1.46510, -4.67316)  0.000

Forces on atoms 1 to 6 (eV/Å):
-0.84 0.39 0.94
0.10 0.22 0.99
0.10 0.05 0.35
-0.92 0.04 -0.32
-0.01 -0.07 0.06
-0.18 0.09 0.21